i) 21
Properties=species:S:1:pos:R:3 method="wB97M-V/def2-TZVPD" lumo_ev=0.95 orbital_gap_ev=10.3417 homo_energy_ev=-9.39
C -1.300 -1.368 -0.979
C -0.692 -1.321 0.359
C 0.553 -0.966 0.652
C 1.534 -0.444 -0.312
C 1.883 0.988 -0.107
O 2.715 -1.175 -0.110
H -1.983 -2.164 -1.282
H -0.522 -1.393 -1.730
H -1.873 -0.478 -1.238
H -1.316 -1.732 1.131
H 0.909 -1.086 1.672
H 1.308 -0.488 -1.382
H 2.131 1.060 0.950
H 0.975 1.544 -0.288
H 2.649 1.364 -0.804
H 3.349 -0.727 -0.686
C -2.198 1.695 0.834
H -3.248 1.357 0.774
H -1.961 2.301 -0.050
H -2.070 2.284 1.748
H -1.349 0.878 0.899



ii) 21
Properties=species:S:1:pos:R:3 method="wB97M-V/def2-TZVPD" lumo_ev=0.99 orbital_gap_ev=11.4187 homo_energy_ev=-10.43
C -0.282 -2.584 0.656
C -0.861 -1.092 0.538
C -1.755 -0.806 1.638
C 0.096 0.033 0.241
C 0.359 0.339 -1.191
C 1.462 1.400 -1.208
O 1.074 2.705 -0.781
H -1.125 -3.265 0.606
H 0.174 -2.531 1.686
H 0.409 -2.688 -0.101
H -1.522 -1.115 -0.399
H -2.315 -1.670 2.015
H -2.533 -0.125 1.310
H -1.335 -0.310 2.655
H 1.013 -0.183 0.838
H -0.182 1.004 0.723
H 0.577 -0.491 -1.968
H -0.470 0.707 -1.979
H 2.465 0.973 -0.911
H 1.536 1.688 -2.282
H 0.598 2.628 0.004



iii) 21
Properties=species:S:1:pos:R:3 method="wB97M-V/def2-TZVPD" lumo_ev=1.03 orbital_gap_ev=8.8208 homo_energy_ev=-7.79
C -0.769 0.852 -1.130
C 0.353 -0.427 -0.141
C 0.072 0.103 1.148
C -2.193 1.054 -0.664
C 1.733 -0.296 -0.725
C 1.118 -1.157 2.188
O -0.704 0.382 -2.456
H -1.265 -0.399 -2.530
H -0.195 1.779 -1.116
H -0.122 -1.386 -0.351
H 0.506 1.073 1.371
H -0.930 -0.057 1.529
H -2.693 0.095 -0.498
H -2.223 1.627 0.261
H -2.772 1.611 -1.409
H 1.656 -0.231 -1.812
H 2.342 -1.165 -0.477
H 2.231 0.601 -0.360
H 1.008 -2.183 1.844
H 2.151 -0.827 2.144
H 0.696 -1.048 3.183



Which structure loses on stability? iii) does.



i) 21
Properties=species:S:1:pos:R:3 method="wB97M-V/def2-TZVPD" lumo_ev=1.08 orbital_gap_ev=10.3424 homo_energy_ev=-9.26
C -0.742 -0.589 -0.703
C -1.887 -0.325 0.265
C -1.781 1.147 0.632
C -0.327 1.386 0.987
C 0.478 0.854 -0.171
O 1.635 -1.207 0.479
C 2.517 -1.340 -0.602
H -0.644 -1.703 -0.815
H 0.753 -1.060 0.082
H -0.954 -0.254 -1.718
H -2.878 -0.560 -0.151
H -1.778 -0.947 1.165
H -2.008 1.743 -0.263
H -2.464 1.433 1.428
H -0.043 0.844 1.903
H -0.119 2.447 1.174
H 0.381 1.382 -1.108
H 1.557 0.916 0.104
H 2.042 -1.173 -1.586
H 2.903 -2.361 -0.585
H 3.359 -0.633 -0.518



ii) 21
Properties=species:S:1:pos:R:3 method="wB97M-V/def2-TZVPD" lumo_ev=1.03 orbital_gap_ev=10.5029 homo_energy_ev=-9.47
C 2.828 -0.499 -0.820
C 1.673 -0.864 -0.262
C 0.332 -0.375 -0.747
C -0.769 -0.228 0.306
C -2.128 0.068 -0.332
C -3.265 0.153 0.683
H 3.786 -0.909 -0.510
H 2.878 0.268 -1.590
H 1.679 -1.611 0.533
H 0.463 0.578 -1.280
H -0.012 -1.098 -1.499
H -0.515 0.571 1.016
H -0.843 -1.154 0.895
H -2.355 -0.715 -1.069
H -2.063 1.008 -0.897
H -4.221 0.369 0.195
H -3.075 0.940 1.422
H -3.380 -0.793 1.225
O 3.183 1.416 0.836
H 2.474 0.755 0.774
H 3.920 0.914 1.201



iii) 21
Properties=species:S:1:pos:R:3 method="wB97M-V/def2-TZVPD" lumo_ev=0.81 orbital_gap_ev=10.3608 homo_energy_ev=-9.55
C -1.458 -2.610 -0.052
C -0.699 -1.561 0.263
C 0.651 -1.233 -0.309
C 1.561 -0.426 0.701
C 0.994 0.988 0.805
C 1.542 1.958 -0.308
H -1.192 -3.389 -0.747
H -2.282 -2.844 0.619
H -1.116 -0.788 0.905
H 1.226 -2.068 -0.702
H 0.477 -0.481 -1.091
H 1.625 -1.019 1.613
H 2.538 -0.374 0.228
H 1.119 1.529 1.747
H -0.096 0.941 0.772
H 1.693 2.824 0.323
H 0.777 2.249 -1.029
H 2.378 1.512 -0.838
O -2.183 2.025 -0.865
H -2.231 1.054 -0.942
H -2.956 2.170 -0.290



Which structure loses on stability? i) does.



i) 21
Properties=species:S:1:pos:R:3 method="wB97M-V/def2-TZVPD" lumo_ev=0.59 orbital_gap_ev=9.6151 homo_energy_ev=-9.03
C 0.738 1.542 1.062
C 0.453 0.748 -0.052
C -0.992 0.798 -0.824
C -2.157 1.336 0.010
C 1.533 -0.255 -0.589
C 2.921 0.349 -0.736
H 0.179 2.327 1.476
H 1.571 1.238 1.646
H -1.046 -0.211 -1.340
H -0.820 1.648 -1.529
H -1.885 2.150 0.549
H -2.471 0.613 0.806
H -3.097 1.597 -0.544
H 1.077 -0.488 -1.546
H 1.751 -1.044 0.103
H 2.879 1.497 -0.869
H 3.636 -0.073 -1.537
H 3.442 0.410 0.251
O -2.804 -5.018 1.115
H -1.931 -5.134 1.452
H -2.976 -4.028 1.094



ii) 21
Properties=species:S:1:pos:R:3 method="wB97M-V/def2-TZVPD" lumo_ev=0.81 orbital_gap_ev=9.6306 homo_energy_ev=-8.82
C -0.852 0.313 0.492
C 0.198 -0.249 -0.144
C 0.733 -1.555 0.354
C 0.407 -1.910 1.838
C 0.738 0.460 -1.319
C 1.506 -0.383 -2.346
H -1.115 0.335 1.548
H -1.457 1.107 0.078
H 0.298 -2.315 -0.342
H 1.829 -1.609 0.234
H 0.890 -1.158 2.471
H -0.671 -1.932 2.077
H 0.860 -2.909 1.932
H -0.140 0.813 -1.879
H 1.271 1.387 -1.064
H 2.425 -0.872 -1.992
H 0.770 -1.096 -2.750
H 1.852 0.203 -3.194
O -3.146 3.745 1.756
H -3.497 4.471 1.212
H -2.900 3.152 1.039



Which structure loses on stability? i) does.



i) 21
Properties=species:S:1:pos:R:3 method="wB97M-V/def2-TZVPD" lumo_ev=0.82 orbital_gap_ev=9.8811 homo_energy_ev=-9.07
C -1.458 2.076 0.692
C -0.861 0.669 0.447
C -0.904 -0.081 -0.619
C -0.412 -1.510 -0.533
C -0.473 -2.549 -1.677
C -1.937 -2.817 -2.099
H -0.901 2.963 0.171
H -2.556 2.125 0.354
H -1.277 2.187 1.764
H -0.796 -0.056 1.234
H -1.363 0.334 -1.521
H -0.896 -1.836 0.352
H 0.688 -1.313 -0.266
H -0.296 -3.523 -1.150
H 0.267 -2.194 -2.519
H -2.086 -3.268 -3.147
H -2.295 -3.558 -1.297
H -2.579 -1.915 -1.952
O 5.026 3.514 3.203
H 5.801 3.350 2.598
H 4.352 3.870 2.488



ii) 21
Properties=species:S:1:pos:R:3 method="wB97M-V/def2-TZVPD" lumo_ev=1.01 orbital_gap_ev=11.3288 homo_energy_ev=-10.32
C 0.166 1.562 1.251
C 1.605 1.081 1.484
C 1.586 -0.337 0.907
C 0.766 -0.203 -0.391
C -0.196 1.004 -0.153
H 0.065 2.655 1.308
H -0.492 1.129 2.024
H 2.304 1.706 0.907
H 1.904 1.118 2.538
H 1.070 -1.014 1.603
H 2.587 -0.744 0.737
H 1.426 0.024 -1.237
H 0.245 -1.137 -0.622
H -1.270 0.747 -0.220
H -0.031 1.771 -0.926
C -1.994 -1.658 -1.879
O -1.845 -1.852 -0.483
H -1.449 -0.771 -2.236
H -3.051 -1.559 -2.163
H -1.577 -2.534 -2.389
H -1.820 -0.988 -0.059



iii) 21
Properties=species:S:1:pos:R:3 method="wB97M-V/def2-TZVPD" lumo_ev=-0.24 orbital_gap_ev=8.1656 homo_energy_ev=-8.40
C 2.197 0.525 -0.074
C 1.464 -0.757 0.454
C 0.172 -0.557 1.243
C -1.017 -0.087 0.367
C -1.985 -0.948 -0.145
C -1.246 1.376 0.246
H 1.450 1.055 -0.669
H 2.998 0.181 -0.716
H 2.627 1.222 0.653
H 1.101 -1.193 -0.534
H 2.228 -1.454 0.796
H -0.128 -1.471 1.759
H 0.298 0.253 2.004
H -3.023 -0.592 -0.148
H -1.883 -1.990 0.183
H -1.338 1.579 -0.847
H -2.168 1.684 0.821
H -0.442 2.059 0.567
H -0.937 -0.400 -0.937
H -0.419 -0.311 -2.926
O 0.050 -0.172 -2.096



Which structure loses on stability? iii) does.



i) 21
Properties=species:S:1:pos:R:3 method="wB97M-V/def2-TZVPD" lumo_ev=0.98 orbital_gap_ev=11.2004 homo_energy_ev=-10.22
C -1.730 -0.489 -1.221
C -1.119 -0.339 0.174
C -2.145 0.236 1.150
C 0.151 0.527 0.153
C 1.423 -0.239 -0.191
C 2.647 0.670 -0.196
O 1.559 -1.252 0.798
H -2.593 -1.164 -1.202
H -1.010 -0.889 -1.945
H -2.079 0.483 -1.596
H -0.824 -1.332 0.537
H -3.051 -0.379 1.184
H -2.440 1.252 0.855
H -1.732 0.288 2.164
H 0.308 0.978 1.142
H 0.029 1.356 -0.560
H 1.312 -0.704 -1.187
H 2.763 1.139 0.788
H 2.557 1.458 -0.952
H 3.561 0.102 -0.411
H 2.354 -1.761 0.596



ii) 21
Properties=species:S:1:pos:R:3 method="wB97M-V/def2-TZVPD" lumo_ev=0.97 orbital_gap_ev=11.7237 homo_energy_ev=-10.76
C -2.554 0.141 -1.133
C -1.133 -0.336 -0.913
C -0.502 -0.365 0.495
C 0.868 -0.087 -0.195
C 1.992 0.742 0.414
C 0.054 0.543 -1.341
H -3.282 -0.548 -0.690
H -2.766 0.205 -2.207
H -2.713 1.135 -0.698
H -1.006 -1.333 -1.355
H -0.668 -1.280 1.078
H -0.830 0.499 1.091
H 1.276 -1.046 -0.539
H 1.613 1.556 1.045
H 2.573 1.205 -0.393
H 2.678 0.126 1.003
H -0.158 1.596 -1.106
H 0.439 0.472 -2.363
O 1.576 -1.402 2.709
H 0.760 -1.344 2.197
H 1.783 -0.481 2.900



Which structure loses on stability? ii) does.



i) 21
Properties=species:S:1:pos:R:3 method="wB97M-V/def2-TZVPD" lumo_ev=1.02 orbital_gap_ev=11.1043 homo_energy_ev=-10.09
C -1.685 -0.618 -1.147
C -1.194 -0.325 0.272
C -2.231 0.498 1.041
C 0.161 0.398 0.276
C 1.307 -0.375 -0.337
C 2.747 0.511 -0.111
O 1.556 -1.601 0.311
H -2.669 -1.100 -1.126
H -1.003 -1.286 -1.684
H -1.782 0.311 -1.726
H -1.051 -1.281 0.793
H -3.196 -0.021 1.075
H -2.394 1.472 0.560
H -1.914 0.684 2.075
H 0.438 0.619 1.316
H 0.088 1.349 -0.266
H 1.247 -0.500 -1.424
H 2.911 0.902 0.915
H 2.560 1.333 -0.781
H 3.717 0.053 -0.428
H 2.388 -1.025 0.395



ii) 21
Properties=species:S:1:pos:R:3 method="wB97M-V/def2-TZVPD" lumo_ev=0.98 orbital_gap_ev=11.1821 homo_energy_ev=-10.21
C -1.590 -0.669 -1.183
C -1.168 -0.313 0.272
C -2.193 0.460 1.135
C 0.142 0.506 0.306
C 1.366 -0.217 -0.230
C 2.610 0.659 -0.260
O 1.581 -1.352 0.599
H -2.474 -1.320 -1.227
H -0.800 -1.251 -1.679
H -1.794 0.191 -1.836
H -0.991 -1.296 0.727
H -3.156 -0.047 1.242
H -2.382 1.464 0.731
H -1.815 0.626 2.157
H 0.379 0.848 1.327
H -0.019 1.419 -0.284
H 1.144 -0.538 -1.259
H 2.879 0.974 0.754
H 2.446 1.544 -0.882
H 3.458 0.104 -0.682
H 2.375 -1.791 0.270



Which structure loses on stability? i) does.